{"formula": "C2H10N3S2", "method": "ωB97M-V/def2-TZVPD", "relative_energy_kj_mol": 0.0, "lumo_ha": -0.11730, "charge": 1, "homo_ev": -12.4, "orbital_gap_ev": 9.18, "species": ["N", "C", "N", "N", "H", "H", "H", "H", "H", "H", "C", "S", "S", "H", "H", "H", "H"], "coordinates": [[0.23, -1.58, 0.08], [1.42, -1.00, -0.06], [2.51, -1.62, 0.43], [1.55, 0.14, -0.73], [-0.63, -1.07, -0.07], [0.18, -2.34, 0.74], [3.40, -1.22, 0.18], [2.48, -2.08, 1.34], [2.45, 0.57, -0.79], [0.74, 0.46, -1.24], [-1.51, 2.18, -0.19], [-2.96, 1.70, 0.78], [-2.77, -0.35, 0.90], [-0.61, 1.98, 0.39], [-1.57, 3.25, -0.36], [-1.51, 1.65, -1.14], [-3.39, -0.68, -0.25]], "mulliken_charge": [-0.267, 0.741, -0.412, -0.347, 0.110, 0.236, 0.225, 0.255, 0.200, 0.216, -0.719, 0.022, -0.296, 0.228, 0.357, 0.219, 0.231]}

---

{"formula": "C15H30N7O4", "method": "ωB97M-V/def2-TZVPD", "lumo_ha": -0.10379, "charge": 1, "homo_ev": -10.9, "orbital_gap_ev": 8.12, "species": ["O", "O", "O", "O", "C", "C", "C", "C", "C", "C", "N", "N", "N", "N", "N", "N", "N", "C", "C", "C", "C", "C", "C", "C", "C", "C", "H", "H", "H", "H", "H", "H", "H", "H", "H", "H", "H", "H", "H", "H", "H", "H", "H", "H", "H", "H", "H", "H", "H", "H", "H", "H", "H", "H", "H", "H"], "coordinates": [[0.63, -2.57, -4.50], [5.60, 4.92, 3.29], [-3.77, -1.49, -5.46], [4.90, 5.25, 0.70], [-0.48, -3.04, -4.32], [4.40, 5.05, 3.09], [-3.87, -2.45, -4.71], [-1.86, -0.69, -0.47], [-2.25, -1.78, -1.20], [-0.75, -2.45, 0.28], [3.99, 5.26, 1.79], [-0.92, -1.13, 0.45], [-4.90, -3.29, -4.84], [0.70, -0.14, 2.66], [2.50, 6.12, 4.38], [-1.49, -2.24, -3.98], [-1.55, -2.87, -0.72], [-0.69, -4.54, -4.43], [-5.24, -4.45, -4.01], [1.37, 1.16, 2.70], [3.38, 4.94, 4.25], [2.34, 1.17, 3.88], [2.47, 3.72, 4.05], [3.26, 2.41, 3.90], [-3.25, -1.78, -2.34], [-2.85, -2.63, -3.57], [5.82, 5.21, 1.04], [-2.21, 0.33, -0.60], [-0.05, -3.07, 0.84], [2.99, 5.36, 1.61], [-0.41, -0.55, 1.14], [-5.52, -3.07, -5.61], [0.12, -0.24, 3.50], [1.41, -0.88, 2.66], [3.02, 6.93, 4.74], [2.04, 6.36, 3.51], [-1.29, -1.26, -4.07], [-1.61, -3.82, -1.08], [-1.50, -4.74, -5.13], [-0.92, -4.96, -3.46], [0.22, -4.99, -4.82], [-4.46, -5.21, -4.08], [-5.37, -4.15, -2.97], [-6.18, -4.89, -4.37], [1.93, 1.33, 1.76], [0.63, 1.96, 2.80], [3.94, 4.81, 5.18], [1.78, 1.12, 4.82], [2.98, 0.28, 3.83], [1.81, 3.64, 4.93], [1.84, 3.88, 3.18], [3.84, 2.42, 2.98], [3.96, 2.31, 4.74], [-4.21, -2.14, -1.95], [-3.40, -0.75, -2.67], [-2.86, -3.68, -3.28]], "mulliken_charge": [-0.654, -0.669, -0.653, -0.425, 0.701, 0.438, 0.011, -0.737, 0.472, -0.185, -0.048, 0.153, -0.116, -0.649, -0.606, 0.016, 0.122, -0.980, -0.782, -0.703, -0.084, -0.668, -0.781, -0.590, -0.909, -0.130, 0.377, 0.437, 0.404, 0.194, 0.343, 0.299, 0.262, 0.259, 0.280, 0.262, 0.254, 0.230, 0.319, 0.222, 0.317, 0.268, 0.227, 0.338, 0.294, 0.307, 0.384, 0.332, 0.419, 0.363, 0.268, 0.262, 0.328, 0.316, 0.441, 0.447]}

---

{"formula": "C5H5NO", "method": "ωB97M-V/def2-TZVPD", "relative_energy_kj_mol": 233.3, "lumo_ha": 0.02553, "smiles": "C#C[C@@H](C#N)CO", "homo_ev": -10.8, "orbital_gap_ev": 11.48, "species": ["O", "C", "C", "C", "C", "C", "N", "H", "H", "H", "H", "H"], "coordinates": [[1.99, 0.36, 0.18], [0.88, 0.69, -0.62], [-0.23, -0.39, -0.50], [-0.61, -0.61, 0.90], [-0.86, -0.80, 2.07], [-1.38, -0.01, -1.32], [-2.26, 0.32, -2.00], [1.71, 0.41, 1.10], [0.45, 1.67, -0.37], [1.23, 0.71, -1.65], [0.18, -1.33, -0.89], [-1.11, -1.00, 3.09]], "mulliken_charge": [-0.494, -0.718, 0.650, -1.036, 0.303, 0.081, -0.409, 0.326, 0.322, 0.359, 0.195, 0.422]}

---

{"formula": "C44H52N9O2PS4W", "method": "ωB97M-V/def2-TZVPD", "relative_energy_kj_mol": 202.9, "lumo_ha": [-0.02643, -0.02658], "homo_ev": [-6.6, -6.7], "orbital_gap_ev": [5.90, 5.97], "species": ["W", "C", "C", "N", "N", "C", "S", "S", "C", "C", "C", "C", "C", "C", "C", "C", "C", "C", "C", "C", "C", "O", "H", "H", "H", "H", "H", "H", "H", "H", "H", "H", "H", "H", "H", "H", "S", "C", "C", "N", "C", "S", "C", "N", "N", "C", "N", "C", "N", "C", "C", "N", "C", "C", "N", "H", "H", "H", "H", "H", "O", "P", "C", "C", "C", "C", "C", "C", "C", "C", "C", "C", "C", "C", "C", "C", "C", "C", "C", "C", "H", "H", "H", "H", "H", "H", "H", "H", "H", "H", "H", "H", "H", "H", "H", "H", "H", "H", "H", "H", "H", "H", "H", "H", "H", "H", "H", "H", "H", "H", "H", "H", "H"], "coordinates": [[-0.97, 0.65, 1.02], [-2.71, -0.92, 4.88], [-2.68, -0.16, 3.56], [-1.43, -0.32, 2.78], [-0.65, -1.29, 3.34], [0.52, -1.48, 2.85], [1.15, -0.54, 1.54], [1.41, -2.88, 3.49], [2.94, -2.10, 4.11], [3.97, -1.72, 3.07], [4.58, -0.47, 3.13], [5.60, -0.14, 2.24], [5.99, -1.04, 1.26], [5.37, -2.28, 1.18], [4.36, -2.62, 2.08], [-3.13, 1.28, 3.74], [-3.81, 1.70, 4.88], [-4.36, 2.97, 4.98], [-4.26, 3.84, 3.91], [-3.56, 3.46, 2.77], [-2.99, 2.20, 2.71], [-2.30, 1.87, 1.61], [-2.07, -0.42, 5.62], [-2.33, -1.93, 4.75], [-3.73, -0.98, 5.25], [3.34, -2.87, 4.77], [2.64, -1.24, 4.71], [4.28, 0.24, 3.90], [6.07, 0.84, 2.30], [6.78, -0.78, 0.57], [5.67, -2.99, 0.42], [3.88, -3.59, 2.02], [-3.93, 1.02, 5.72], [-4.88, 3.26, 5.88], [-4.72, 4.82, 3.96], [-3.47, 4.11, 1.91], [-4.08, -1.12, 2.59], [-4.73, 0.05, 1.45], [-5.90, 0.80, 1.87], [-6.83, 1.38, 2.24], [-4.15, 0.27, 0.28], [-2.67, -0.57, -0.23], [-4.56, 1.35, -0.60], [-4.79, 2.21, -1.32], [0.73, 3.59, 3.79], [0.45, 2.30, 3.62], [0.15, 2.11, 2.37], [0.24, 3.35, 1.82], [0.60, 4.28, 2.65], [-0.15, 3.51, 0.43], [-0.10, 4.72, -0.24], [-0.62, 4.90, -1.45], [-1.19, 3.83, -1.97], [-1.17, 2.60, -1.36], [-0.59, 2.41, -0.16], [0.98, 4.07, 4.64], [0.48, 1.54, 4.40], [0.35, 5.57, 0.26], [-1.69, 3.96, -2.93], [-1.61, 1.74, -1.81], [0.04, -0.08, -1.05], [0.60, -0.75, -2.29], [-0.16, 0.00, -3.78], [0.41, -0.55, -5.11], [-0.43, -1.66, -5.73], [-1.86, -1.16, -5.96], [-2.50, -0.84, -4.62], [-1.70, 0.19, -3.82], [0.39, -2.57, -2.26], [1.28, -3.19, -1.13], [0.58, -4.19, -0.21], [-0.82, -3.70, 0.14], [-1.66, -3.82, -1.12], [-1.15, -2.88, -2.23], [2.42, -0.49, -2.56], [3.32, -0.66, -1.29], [3.99, 0.65, -0.84], [2.97, 1.78, -0.90], [2.59, 2.07, -2.37], [2.81, 0.83, -3.26], [0.24, 1.00, -3.64], [1.44, -0.90, -4.98], [0.45, 0.28, -5.82], [-0.45, -2.54, -5.08], [0.03, -1.96, -6.68], [-2.45, -1.91, -6.49], [-1.83, -0.26, -6.59], [-2.61, -1.76, -4.05], [-3.51, -0.44, -4.76], [-2.10, 0.24, -2.81], [-1.88, 1.18, -4.27], [0.78, -2.90, -3.23], [1.65, -2.40, -0.49], [2.15, -3.67, -1.59], [1.19, -4.32, 0.69], [0.49, -5.17, -0.70], [-0.78, -2.67, 0.47], [-1.25, -4.29, 0.96], [-2.71, -3.57, -0.92], [-1.62, -4.86, -1.46], [-1.68, -1.94, -2.10], [-1.44, -3.28, -3.19], [2.65, -1.31, -3.25], [4.08, -1.42, -1.48], [2.72, -1.00, -0.45], [4.85, 0.89, -1.47], [4.35, 0.51, 0.18], [3.36, 2.69, -0.43], [2.10, 1.47, -0.34], [3.21, 2.88, -2.77], [1.56, 2.40, -2.43], [3.87, 0.75, -3.49], [2.30, 0.96, -4.21]], "mulliken_charge": [0.814, -2.230, 1.206, 1.393, -1.048, -0.271, 0.099, -0.183, -1.066, 0.485, -0.302, -0.835, -0.191, -0.539, -0.086, 0.568, -0.610, -1.049, -0.805, -0.744, -0.676, 0.755, 0.390, 0.490, 0.580, 0.524, 0.299, 0.313, 0.388, 0.348, 0.430, 0.356, 0.390, 0.413, 0.431, 0.497, -0.556, 1.039, 0.076, -0.567, 0.627, -0.289, -0.618, -0.669, 0.110, -0.751, 0.584, 0.111, -0.853, 0.678, -0.792, -0.615, -0.700, -0.282, 1.329, 0.197, 0.623, 0.510, 0.478, -0.090, 0.768, -1.125, 0.868, -1.466, -0.602, -1.073, -0.655, -0.035, 0.340, 0.433, -1.280, 0.692, -1.788, 0.573, 0.156, 0.952, -0.747, 0.804, -0.606, -1.921, 0.321, 0.357, 0.627, 0.120, 0.428, 0.480, 0.355, 0.087, 0.560, -1.009, 0.665, 1.428, -1.058, 0.238, 0.408, 0.520, -0.993, 0.446, 0.431, 0.527, -1.132, 0.308, 1.325, 0.428, -1.658, 0.413, -0.312, 0.930, -1.213, 0.517, -0.012, 0.481, 0.580]}

---

{"formula": "C8H8FN", "method": "ωB97M-V/def2-TZVPD", "relative_energy_kj_mol": 199.9, "lumo_ha": 0.03246, "smiles": "FC1=c2cc[nH]c2=CCC1", "homo_ev": -7.0, "orbital_gap_ev": 7.87, "species": ["C", "C", "C", "C", "C", "C", "C", "C", "N", "F", "H", "H", "H", "H", "H", "H", "H", "H"], "coordinates": [[-0.49, -1.75, 1.37], [1.02, 0.46, -1.06], [0.60, -2.44, 0.99], [-0.56, -0.58, 0.54], [0.70, -0.57, -0.25], [-1.33, 0.51, 0.58], [0.10, 1.57, -1.35], [-0.93, 1.86, -0.23], [1.36, -1.74, 0.09], [-2.48, 0.62, 1.32], [-1.20, -2.20, 2.13], [2.10, 0.40, -1.43], [1.06, -3.33, 1.23], [0.42, 2.54, -1.58], [-0.33, 1.22, -2.23], [-1.88, 2.40, -0.47], [-0.48, 2.61, 0.35], [2.32, -1.58, 0.02]], "mulliken_charge": [-1.087, -0.558, -0.225, 0.612, 0.126, 0.510, -0.755, -0.700, -0.248, -0.326, 0.306, 0.177, 0.531, 0.447, 0.293, 0.340, 0.327, 0.229]}